(1)
{"formula": "C4H8O", "method": "ωB97M-V/def2-TZVPD", "total_charge": 0, "de_lowest_kcal_mol": 28.40, "homo_energy_ev": -9.558, "elements": ["C", "C", "C", "O", "C", "H", "H", "H", "H", "H", "H", "H", "H"], "xyz": [[0.42091, -1.42509, -0.38133], [0.47952, 0.04013, 0.04899], [-0.26541, 1.12500, -0.76854], [-0.93012, 1.62513, 0.39566], [-0.47087, 0.51598, 1.17301], [0.63587, -2.08250, 0.47075], [1.16954, -1.66083, -1.14785], [-0.56047, -1.70631, -0.77986], [1.52938, 0.28787, 0.23636], [-0.98290, 0.70379, -1.48728], [0.30710, 1.92126, -1.26033], [-0.04932, 0.85362, 2.12809], [-1.28323, -0.19805, 1.37234]], "atomic_forces_ev_per_a": [[-0.053, 0.015, 0.000], [0.080, -0.038, 0.013], [0.114, -0.071, -0.412], [-0.115, 0.094, 0.009], [0.043, -0.289, 0.306], [-0.061, 0.143, -0.099], [-0.153, 0.167, 0.085], [0.076, 0.109, 0.109], [-0.224, 0.217, 0.069], [0.091, 0.028, 0.055], [0.052, -0.270, 0.064], [0.063, -0.172, -0.192], [0.087, 0.065, -0.007]], "lowdin_charge": [-0.078, -0.299, -0.162, -0.121, -0.166, 0.077, 0.074, 0.077, 0.132, 0.116, 0.116, 0.117, 0.118]}

---

(2)
{"formula": "C4H8O", "method": "ωB97M-V/def2-TZVPD", "total_charge": 0, "de_lowest_kcal_mol": 23.75, "smiles": "C/C=C(/C)O", "homo_energy_ev": -8.298, "elements": ["C", "C", "C", "O", "C", "H", "H", "H", "H", "H", "H", "H", "H"], "xyz": [[-1.55811, -0.10503, -1.28903], [-0.68171, 0.58572, -0.29124], [0.48799, 0.05228, 0.11184], [1.03090, -0.90470, -0.73635], [1.21766, 0.29437, 1.37212], [-2.15554, -0.85407, -0.74092], [-0.83535, -0.55061, -1.95954], [-2.31975, 0.50165, -1.77672], [-1.04872, 1.23541, 0.51413], [1.62447, -1.55289, -0.33410], [0.81925, -0.24087, 2.23372], [1.11676, 1.37525, 1.58154], [2.30215, 0.16349, 1.31455]], "atomic_forces_ev_per_a": [[-0.041, 0.233, 0.577], [0.608, -0.116, 2.360], [-0.478, -1.120, -1.546], [0.145, -0.294, -0.207], [0.354, 1.766, 0.500], [0.408, -0.140, -0.317], [-0.614, -0.415, -0.583], [0.434, 0.317, -0.242], [-0.362, 0.187, -0.752], [-0.184, 0.556, 0.314], [0.003, -0.195, -0.122], [-0.109, -0.414, 0.234], [-0.163, -0.364, -0.216]], "lowdin_charge": [-0.094, -0.127, -0.407, -0.002, -0.049, 0.084, 0.064, 0.065, 0.105, 0.105, 0.085, 0.090, 0.081]}

---

(3)
{"formula": "C4H8O", "method": "ωB97M-V/def2-TZVPD", "total_charge": 0, "de_lowest_kcal_mol": 61.29, "smiles": "C=CC=C.O", "homo_energy_ev": -8.329, "elements": ["C", "C", "C", "C", "H", "H", "H", "H", "H", "H", "H", "H", "O"], "xyz": [[0.37234, -0.43561, -1.93894], [-0.08144, -0.84680, -0.72893], [0.26018, -0.40734, 0.59499], [-0.33707, -1.06998, 1.59462], [1.41231, -0.29036, -2.22433], [-0.27680, -0.61461, -2.80035], [-0.68467, -1.75467, -0.77356], [1.12420, 0.20212, 0.79482], [0.12535, -1.17321, 2.58534], [-1.03022, -1.88874, 1.42814], [-0.61262, 2.09384, 0.69998], [-0.28363, 3.52461, 0.52066], [0.01206, 2.66074, 0.24755]], "atomic_forces_ev_per_a": [[-0.107, -1.136, -0.151], [0.290, 0.407, -1.580], [0.512, -1.911, 0.612], [1.208, -0.945, 0.934], [-0.181, 1.575, 0.556], [0.389, -0.743, 0.130], [-1.277, 0.847, 0.132], [-0.027, 0.534, -0.117], [-0.448, 0.928, -0.145], [-0.359, 0.397, -0.377], [-0.116, -0.519, 0.039], [0.049, 0.651, -0.013], [0.065, -0.086, -0.019]], "lowdin_charge": [0.015, -0.222, -0.214, 0.003, 0.060, 0.048, 0.101, 0.103, 0.061, 0.056, 0.016, 0.027, -0.055]}

---

(4)
{"formula": "C4H8O", "method": "ωB97M-V/def2-TZVPD", "total_charge": 0, "de_lowest_kcal_mol": 35.35, "smiles": "CCCC=O", "homo_energy_ev": -9.903, "elements": ["C", "C", "C", "C", "H", "H", "H", "H", "H", "H", "H", "H", "O"], "xyz": [[-1.35620, -0.80680, -0.18879], [-0.73340, 0.50115, 0.22283], [0.63115, 0.62093, -0.45475], [1.72925, -0.16315, 0.34023], [-1.86277, -0.76520, -1.23043], [-2.16427, -1.03264, 0.61235], [-0.40632, -1.56711, -0.14331], [-1.41646, 1.48930, 0.09662], [-0.50241, 0.50644, 1.37259], [0.94078, 1.69805, -0.37336], [0.69742, 0.24588, -1.53307], [1.60023, -0.31632, 1.47434], [2.84299, -0.41053, -0.19526]], "atomic_forces_ev_per_a": [[-0.347, -1.318, 0.638], [-0.275, 2.296, 1.276], [0.878, 0.138, 0.165], [3.329, 0.584, -1.616], [1.120, -0.255, 1.699], [1.307, -0.305, -1.564], [-2.837, 1.207, -0.273], [1.484, -2.413, -0.055], [-0.573, -0.127, -1.902], [0.132, -0.924, -0.406], [-0.276, 0.759, 1.428], [-0.107, -0.049, -1.340], [-3.836, 0.407, 1.951]], "lowdin_charge": [-0.154, -0.356, -0.215, -0.227, 0.096, 0.089, 0.121, 0.146, 0.118, 0.123, 0.139, 0.135, -0.016]}

---

(5)
{"formula": "C4H8O15PtS3", "method": "ωB97M-V/def2-TZVPD", "total_charge": -3, "de_lowest_kcal_mol": 25.54, "multiplicity": 4, "homo_energy_ev": [2.247, 1.969], "elements": ["Pt", "S", "O", "O", "O", "O", "S", "O", "O", "O", "O", "S", "O", "O", "O", "O", "C", "C", "O", "C", "O", "O", "C", "H", "H", "H", "H", "H", "H", "H", "H"], "xyz": [[-0.13740, -0.26208, -1.36964], [1.87082, -1.01663, -2.94665], [1.86261, -0.85491, -1.45982], [2.92998, -0.19896, -3.52804], [1.93790, -2.43321, -3.21363], [0.56841, -0.47646, -3.36174], [-0.94518, 2.16690, -1.85330], [-1.69890, 0.91078, -1.77973], [0.39030, 1.71176, -1.54483], [-0.89791, 2.69719, -3.17798], [-1.34155, 3.10813, -0.89559], [-0.82865, -3.53290, -1.00833], [-0.96672, -2.11104, -1.23693], [-1.80749, -4.11659, -0.13718], [-0.64134, -4.17951, -2.25843], [0.56515, -3.63300, -0.50179], [2.39539, 1.25683, 1.58356], [1.13876, 2.08207, 1.93841], [0.14346, 1.30600, 2.62822], [-0.72161, 0.57155, 2.00244], [-0.69529, 0.31274, 0.80035], [-1.58591, 0.22030, 2.95761], [-2.70742, -0.51562, 2.55357], [3.06167, 2.07562, 1.31197], [2.25363, 0.40496, 0.91849], [2.93328, 0.89189, 2.45854], [0.63111, 2.52309, 1.08057], [1.38529, 2.84317, 2.67871], [-3.10135, 0.34982, 2.02072], [-3.31002, -0.71393, 3.43994], [-2.68102, -1.38792, 1.90051]], "atomic_forces_ev_per_a": [[0.752, -4.458, 0.726], [2.449, -1.607, -1.913], [0.622, 0.670, 2.301], [0.440, -0.140, -0.074], [0.661, -0.077, -0.615], [-1.831, 0.685, -1.367], [0.415, 1.771, -3.032], [-4.209, -0.242, -0.342], [4.613, 0.496, 1.474], [-1.015, 0.938, -2.032], [-2.064, 2.975, 3.358], [6.497, -3.594, 0.219], [-2.179, 4.098, 0.258], [-2.174, 0.024, 1.234], [-2.588, -1.877, -3.665], [-0.087, 0.349, 2.720], [-0.320, 1.130, 0.910], [-0.028, -1.264, -0.242], [1.121, 0.992, 1.435], [0.520, -0.370, -2.445], [-1.132, 0.259, 3.616], [1.749, -1.501, 0.669], [-1.863, 1.644, -0.893], [0.349, -0.400, -1.224], [0.021, 0.580, -0.553], [-0.513, -0.245, 0.560], [0.384, -0.003, -0.336], [0.088, 0.108, -0.129], [-1.916, -0.943, -0.721], [0.201, -0.020, 0.030], [1.037, 0.023, 0.072]], "lowdin_spin": [1.865, 0.010, 0.212, 0.021, 0.029, 0.176, 0.018, 0.135, 0.119, 0.019, 0.014, 0.006, 0.200, 0.009, 0.017, 0.096, 0.000, 0.000, 0.000, 0.008, 0.047, 0.001, 0.000, 0.000, -0.001, 0.000, 0.000, 0.000, 0.000, 0.000, 0.000]}

---

(6)
{"formula": "C4H8O2", "method": "ωB97M-V/def2-TZVPD", "total_charge": 0, "de_lowest_kcal_mol": 99.63, "homo_energy_ev": -9.891, "elements": ["C", "C", "O", "C", "C", "O", "H", "H", "H", "H", "H", "H", "H", "H"], "xyz": [[-0.65241, -0.84002, -0.38369], [-0.48629, 0.34401, -1.32023], [0.72983, 1.03216, -0.99857], [1.15342, 0.72916, 0.32055], [0.02205, 0.08731, 1.07643], [0.38388, -0.74835, 2.13839], [-0.29711, -1.27713, 1.28987], [-0.01139, -1.68663, -0.68127], [-1.69790, -1.16237, -0.27308], [-0.42555, 0.04477, -2.37374], [-1.34401, 1.02852, -1.21345], [1.44746, 1.65688, 0.82944], [2.01279, 0.04071, 0.31881], [-0.83475, 0.75099, 1.27054]], "atomic_forces_ev_per_a": [[0.690, 1.254, 1.110], [-0.172, -0.047, -0.188], [-0.176, -0.139, 0.036], [0.175, 0.248, 0.216], [-0.860, 0.011, -2.597], [-2.631, -1.904, -2.921], [2.302, 0.069, 3.751], [-0.076, 0.301, 0.347], [0.326, 0.178, 0.090], [0.017, 0.077, 0.205], [0.227, -0.108, -0.013], [0.047, -0.099, -0.176], [-0.210, 0.141, -0.029], [0.341, 0.018, 0.171]], "lowdin_charge": [-0.071, -0.233, -0.130, -0.177, -0.360, -0.102, 0.193, 0.113, 0.107, 0.121, 0.120, 0.135, 0.136, 0.147]}

---

(7)
{"formula": "C4H8O2", "method": "ωB97M-V/def2-TZVPD", "total_charge": 0, "de_lowest_kcal_mol": 69.60, "smiles": "C[C@@H](O)[C@@H]1CO1", "homo_energy_ev": -9.722, "elements": ["C", "C", "O", "C", "C", "O", "H", "H", "H", "H", "H", "H", "H", "H"], "xyz": [[1.75496, 0.64988, -0.02923], [0.56498, -0.08521, 0.64844], [-0.11549, 0.72368, 1.57320], [-0.62228, -0.44459, -0.25502], [-1.32474, 0.61915, -0.94672], [-1.99180, 0.23160, 0.22720], [1.41251, 1.53700, -0.57107], [2.34097, 0.02129, -0.72063], [2.44660, 0.99827, 0.75076], [1.00220, -1.01322, 1.08612], [-0.87832, -1.47949, -0.41118], [-1.89209, 0.37237, -1.82666], [-0.87583, 1.61251, -0.92174], [-1.14246, 0.70743, 1.24267]], "atomic_forces_ev_per_a": [[-0.355, 0.032, 0.073], [-0.610, 0.085, -0.051], [-0.327, 0.605, 0.599], [-0.955, -0.050, 0.137], [0.016, 0.115, -0.956], [1.023, -1.247, -0.280], [0.010, -0.107, 0.045], [-0.401, 0.028, 0.246], [-0.297, -0.162, -0.100], [-0.558, 0.437, 0.062], [0.154, -0.060, -0.528], [-0.053, 0.182, -0.448], [-0.088, -0.110, -0.019], [2.440, 0.251, 1.220]], "lowdin_charge": [-0.038, -0.413, -0.093, -0.076, -0.153, -0.062, 0.068, 0.080, 0.082, 0.140, 0.142, 0.116, 0.129, 0.078]}

---

(8)
{"formula": "C4H8O2", "method": "ωB97M-V/def2-TZVPD", "total_charge": 0, "de_lowest_kcal_mol": 45.34, "homo_energy_ev": -9.095, "elements": ["C", "C", "C", "O", "C", "O", "H", "H", "H", "H", "H", "H", "H", "H"], "xyz": [[-0.73077, -1.96751, -0.52219], [-0.85433, 1.28128, -0.64474], [0.17388, 1.65910, 0.10435], [0.09993, 1.70171, 1.46421], [2.31757, -0.66010, 0.55951], [2.37236, -0.10730, 1.55141], [-1.54346, -1.66328, -1.18509], [-0.98830, -1.70916, 0.50787], [-0.56936, -3.04366, -0.60476], [-1.78164, 0.95067, -0.18870], [-0.77647, 1.28956, -1.72483], [1.11466, 1.98784, -0.33926], [0.99048, 1.71425, 1.83221], [0.17545, -1.43338, -0.80999]], "atomic_forces_ev_per_a": [[0.005, -0.022, -0.023], [0.113, 0.091, 0.129], [-0.181, 0.064, -0.403], [0.098, 0.008, 0.095], [0.173, 0.589, 1.146], [0.016, -0.693, -1.123], [0.075, -0.072, 0.091], [0.036, -0.034, -0.136], [-0.033, 0.089, 0.012], [0.098, 0.061, -0.058], [0.024, 0.029, 0.144], [-0.126, -0.056, 0.106], [-0.156, 0.063, -0.006], [-0.143, -0.117, 0.024]], "lowdin_charge": [-0.068, -0.009, -0.319, -0.022, 0.043, 0.027, 0.018, 0.025, 0.017, 0.068, 0.060, 0.111, 0.073, -0.024]}